{"formula": "C7H8O3", "method": "ωB97M-V with the def2-TZVPD basis set", "symbols": ["C", "C", "C", "C", "O", "C", "O", "C", "C", "O", "H", "H", "H", "H", "H", "H", "H", "H"], "positions_angstrom": [[-0.720, -0.043, -2.633], [0.011, 0.108, -1.316], [1.282, 0.537, -1.143], [1.860, 0.598, 0.158], [2.938, 1.082, 0.412], [0.959, 0.097, 1.242], [1.478, 0.245, 2.527], [-0.295, -0.279, 0.944], [-1.419, -0.685, 1.837], [-0.783, -0.210, -0.320], [-1.070, -1.029, -2.755], [-1.585, 0.611, -2.619], [-0.100, 0.219, -3.489], [1.873, 0.878, -1.985], [0.680, 0.197, 3.117], [-1.106, -1.035, 2.816], [-1.943, -1.499, 1.334], [-2.061, 0.207, 1.875]], "atomic_forces_ev_per_a": [[0.82, 1.40, 0.46], [0.86, 0.56, -1.96], [-0.80, -0.37, -1.00], [-0.47, 0.06, 1.27], [0.76, 0.10, 0.07], [0.68, 0.67, 0.19], [-2.08, -0.56, -0.34], [0.15, -0.06, 0.82], [0.21, 0.37, -0.33], [-0.43, -0.73, 0.46], [-0.38, -1.30, -0.06], [-0.22, 0.15, -0.06], [0.09, 0.03, 0.16], [-0.10, -0.17, 0.07], [1.31, 0.06, -0.47], [-0.02, 0.19, 0.13], [-0.16, 0.08, 0.16], [-0.22, -0.48, 0.44]], "de_lowest_ev": 1.033, "charge": 0, "orbital_gap_ev": 9.4430, "e_tot_ha": -497.226545}